No. 1
36
Properties=species:S:1:pos:R:3 method="wB97M-V/def2-TZVPD" multiplicity=6 gap_ha="0.19411 / 0.20994" s2=8.796 total_charge=-1 e_lumo_ev="1.7 / 1.6"
C 1.3908 -1.1709 -3.5947
C -0.0065 -1.0985 -3.8474
C -0.6888 -1.7967 -2.8073
C 0.2913 -2.2884 -1.9023
C 1.5771 -1.8960 -2.3829
Fe 0.4887 0.1047 -1.7925
C -1.0842 1.7561 -2.7052
C 0.0618 2.1494 -3.2744
C 1.0148 2.6748 -4.0171
N 1.8295 1.1185 -1.4805
H -1.7700 -1.9182 -2.7141
H -0.4714 -0.5960 -4.6988
H 0.0985 -2.8470 -0.9851
H 2.5339 -2.1054 -1.9025
H 2.1787 -0.7202 -4.1997
H -1.7550 1.0499 -3.2100
H 2.6984 1.6661 -1.4572
H -1.4290 2.1965 -1.7630
H 0.7615 3.4727 -4.7294
H 2.0539 2.3425 -3.9510
O -0.4589 1.8404 0.4674
C -0.6074 0.5766 0.7963
O -0.3434 -0.3542 -0.0941
C -0.6973 0.2034 2.2269
C -0.5583 -1.1375 2.6261
C -0.5313 -1.4763 3.9825
C -0.6447 -0.4829 4.9739
C -0.8026 0.8561 4.5705
C -0.8249 1.1946 3.2144
N -0.5836 -0.8248 6.3607
O -0.4179 -1.9582 6.6989
O -0.6598 0.0246 7.1979
H -0.4385 -1.9243 1.8916
H -0.4006 -2.5158 4.2562
H -0.8876 1.6472 5.3047
H -0.9185 2.2385 2.9410

---

No. 2
18
Properties=species:S:1:pos:R:3 method="wB97M-V/def2-TZVPD" e_above_lowest_kcal_mol=7.75 gap_ha=0.28694 total_charge=-1 e_lumo_ev=4.0
C -2.0929 -1.4117 1.1225
C -2.6470 -0.8034 -0.1649
H -1.0680 -1.7211 0.9483
H -2.2150 -0.7713 1.9942
H -2.6324 -2.3240 1.3849
H -3.7241 -0.9392 -0.3204
H -2.2249 -1.2152 -1.0790
H -2.4591 0.2674 -0.1991
C 2.2784 1.2321 -0.8149
C 2.0852 1.3072 0.6679
C 1.3660 0.0614 -1.3599
O 1.8158 -1.0962 -1.2509
O 0.2686 0.4444 -1.8227
H 1.9123 2.1499 -1.2745
H 3.2965 1.0172 -1.1385
H 1.0295 1.1557 0.9287
H 2.4868 2.1931 1.1684
H 2.5243 0.4540 1.2099

---

No. 3
94
Properties=species:S:1:pos:R:3 method="wB97M-V/def2-TZVPD" e_above_lowest_kcal_mol=0.00 gap_ha=0.30640 total_charge=+1 e_lumo_ev=-2.4
Al -0.5157 0.2884 0.1403
C 0.9234 -4.9936 -0.6449
C 1.7811 -4.2118 0.3478
C 0.9731 -3.7555 1.5611
C 2.9153 -5.1120 0.8313
N 2.3702 -3.0160 -0.3407
C 3.7272 -2.8108 -0.5220
C 3.8703 -1.6794 -1.2353
N 2.6132 -1.1805 -1.5010
B 2.4626 0.0831 -2.3837
N 2.6936 1.4027 -1.5971
C 3.2866 2.4614 -2.2454
C 3.4742 3.4467 -1.3499
N 2.9918 2.9976 -0.1343
C 2.4992 1.7452 -0.3148
S 1.7470 0.7386 0.8824
C 3.1537 3.7566 1.1497
C 1.7879 4.0004 1.7837
C 4.0724 2.9619 2.0756
C 3.7974 5.1089 0.8532
N 1.1576 0.0916 -3.2141
C 1.0909 -0.6640 -4.3622
C -0.1276 -0.4873 -4.9053
N -0.8211 0.3878 -4.0908
C -0.0208 0.7151 -3.0500
S -0.4108 1.7587 -1.7197
C -2.2216 0.8613 -4.3709
C -2.6675 0.2994 -5.7184
C -2.2339 2.3871 -4.4580
C -3.1531 0.3378 -3.2833
C 1.7057 -1.9955 -0.9363
S -0.0043 -1.7677 -0.9924
H 0.5329 -5.8840 -0.1515
H 1.5247 -5.3123 -1.4976
H 0.0825 -4.4058 -1.0042
H 0.6515 -4.6331 2.1232
H 0.0940 -3.1902 1.2619
H 1.5982 -3.1377 2.2095
H 2.4686 -5.9758 1.3209
H 3.5552 -4.6119 1.5597
H 3.5246 -5.4819 0.0064
H 4.4729 -3.4844 -0.1496
H 4.7579 -1.1929 -1.5978
H 3.3621 0.0302 -3.1812
H 3.5317 2.4147 -3.2909
H 3.9108 4.4161 -1.4811
H 1.3703 3.0758 2.1645
H 1.0943 4.4321 1.0597
H 1.9014 4.6996 2.6128
H 3.6488 1.9897 2.3199
H 4.2163 3.5178 3.0026
H 5.0483 2.8147 1.6107
H 3.1823 5.7170 0.1889
H 4.7976 5.0071 0.4322
H 3.8934 5.6441 1.7965
H 1.9248 -1.2533 -4.6986
H -0.5427 -0.8974 -5.8039
H -2.0230 0.6285 -6.5345
H -3.6703 0.6737 -5.9170
H -2.7221 -0.7896 -5.7117
H -1.4912 2.7380 -5.1767
H -2.0373 2.8533 -3.4966
H -3.2169 2.7087 -4.8024
H -3.1287 -0.7522 -3.2456
H -4.1739 0.6497 -3.5078
H -2.8808 0.7120 -2.3020
C 0.9161 -0.8237 3.8255
C -0.3584 -1.1893 3.1519
N -0.8316 -0.7790 1.9833
C -2.0667 -1.3771 1.8331
C -2.3395 -2.1541 2.9144
N -1.2490 -2.0202 3.7284
C -3.4622 -3.0342 3.3459
O -4.4992 -3.1148 2.5457
O -3.3598 -3.6201 4.3949
C -2.8605 -1.0788 0.6195
O -3.9810 -1.5444 0.4671
O -2.2644 -0.2648 -0.1813
H 1.5672 -0.2670 3.1591
H 1.4420 -1.7205 4.1540
H 0.7118 -0.2159 4.7092
H -1.1724 -2.4966 4.6168
H -4.3897 -2.5484 1.7290
Br -3.4530 5.3657 3.4705
C -2.6205 3.9611 2.5510
C -3.0320 3.6198 1.2732
C -2.3829 2.5842 0.6311
N -1.3672 1.9077 1.1857
C -0.9982 2.2368 2.4273
C -1.5899 3.2520 3.1485
H -3.8434 4.1391 0.7854
H -2.6791 2.2708 -0.3600
H -0.1912 1.6539 2.8503
H -1.2537 3.4836 4.1485

---

No. 4
11
Properties=species:S:1:pos:R:3 method="wB97M-V/def2-TZVPD" e_above_lowest_kcal_mol=38.19 gap_ha=0.40373 e_lumo_ev=0.9
C 0.3370 0.3002 1.7085
N 0.7642 -0.6000 0.6555
C 0.1303 -1.1457 -0.2177
N -0.3913 -1.6322 -1.2301
H 1.1351 0.3807 2.4485
H 0.1440 1.2912 1.2855
H -0.5705 -0.0602 2.2038
H -0.7434 -2.5792 -1.1505
C -0.2694 1.3387 -1.9337
N -0.1871 2.2695 -1.2563
H -0.3490 0.4369 -2.5136